Record 1
A cluster of 11 separate species, C5H32N2O11 in total in a non-equilibrium geometry. Source: OMol25; level of theory: ωB97M-V/def2-TZVPD.

The geometry in XYZ format:
```
50
C5H32N2O11, DFT ωB97M-V/def2-TZVPD
C -0.74033 2.13696 1.61535
O -1.21133 2.58930 0.37377
C 0.73708 1.71904 1.48930
C 0.83771 0.84521 0.22714
C 2.22266 0.21331 0.09847
C 3.01990 -1.37974 -1.49424
N 2.20147 -0.42531 -1.23359
N 1.10153 0.80112 2.63457
H -1.32711 1.28218 1.87579
H -0.86980 2.84256 2.39549
H -0.71511 3.29282 -0.00547
H 1.45402 2.48100 1.58713
H 0.66616 1.51199 -0.66356
H 0.04310 0.00684 0.17406
H 3.05449 0.86819 0.07976
H 2.26819 -0.52560 0.99621
H 3.54352 -2.00971 -0.71282
H 2.78052 -2.00813 -2.45378
H 0.87030 1.21115 3.49465
H 0.65160 -0.09053 2.49371
H -3.27550 0.32815 -1.69995
H -4.30291 -0.63991 -1.26377
O -4.17303 0.25639 -1.50674
H -1.91102 -2.33673 0.81201
H -1.24014 -2.33256 -0.60683
O -1.19223 -2.60334 0.29289
H -1.13696 1.58357 -1.25282
H -2.13912 2.26696 -2.24766
O -1.62580 1.37923 -2.10052
H -1.76653 -1.56027 -2.98137
H -2.78959 -2.55730 -2.20830
O -2.05529 -1.92186 -2.01636
H 2.00546 -1.65848 2.52601
H 2.27626 -1.31189 3.97231
O 2.34235 -2.03027 3.32061
H -0.93190 -0.38421 -4.47318
H -0.24345 -1.79622 -4.24710
O -1.15165 -1.33326 -4.38181
H 0.07534 -2.64380 3.05106
H -0.43315 -2.21686 1.63311
O -0.26263 -1.87846 2.53641
H -0.46232 1.03159 -3.25978
H 0.77810 0.29363 -3.42645
O 0.13019 0.64377 -3.98919
H -2.77913 -1.19652 3.70447
H -1.66040 -0.85298 2.66530
O -2.26174 -0.45230 3.39046
H 3.11379 2.39302 -0.33934
H 3.36259 2.90967 0.97886
O 3.12186 3.25858 0.14578
```

Computed properties:
E_HOMO (hartree): -0.3471
LUMO (eV): 0.25
Charge: 0
Electronic energy (hartree): -1146.746439
SMILES: C=NCC[C@H](N)CO.O.O.O.O.O.O.O.O.O.O
Frontier orbital gap (eV): 9.7

Record 2
A structure of composition C11H15ClNO3PdSTi in a non-equilibrium geometry. Source: OMol25; level of theory: ωB97M-V/def2-TZVPD.

The geometry in XYZ format:
```
34
C11H15ClNO3PdSTi, DFT ωB97M-V/def2-TZVPD
Ti 0.28989 -1.04341 -3.69828
Cl 0.72567 1.03248 -2.91206
C -0.64854 -0.51370 -5.45431
C 1.87358 -1.11246 -5.04952
H -0.09378 -1.07975 -6.23600
H -1.65549 -0.88844 -5.52294
H -0.58516 0.55045 -5.71155
H 1.37604 -1.47427 -5.98408
H 2.59697 -1.87761 -4.82324
H 2.36115 -0.15684 -5.28256
Pd -0.25455 -0.28291 -0.97258
C -1.67258 1.08506 -1.37339
C -0.18862 -2.13642 -1.17435
H -1.94537 0.98557 -2.43710
H -2.49222 0.80350 -0.69287
H -1.29525 2.08114 -1.08919
H 0.08189 -2.60768 -0.18026
H -0.82972 -2.66523 -1.89992
O 1.41044 -1.77100 1.81415
C 0.77049 -0.75412 2.08807
N -0.02097 -0.01441 1.18648
S -0.90090 1.25807 1.82098
O -0.42988 2.53357 1.35082
O -2.31268 1.01299 1.98704
C -0.15294 1.01507 3.39303
C -0.47504 1.71935 4.53579
C -0.00654 1.35871 5.79264
C 0.85530 0.25507 5.82479
C 1.19838 -0.43744 4.65560
C 0.65379 -0.08550 3.41316
H -1.16489 2.52458 4.41667
H -0.25818 1.91581 6.70558
H 1.27556 0.00876 6.79709
H 1.91414 -1.23898 4.71229
```

Computed properties:
E_HOMO (alpha / beta) (hartree): 0.0488 / 0.0093
Multiplicity: 4
LUMO (alpha / beta) (eV): 4.58 / 4.57
Charge: -2
Electronic energy (hartree): -2544.128646
Frontier orbital gap (alpha / beta) (eV): 3.2 / 4.3

Record 3
A structure of composition C37H40N7O7STm in a non-equilibrium geometry. Source: OMol25; level of theory: ωB97M-V/def2-TZVPD.

The geometry in XYZ format:
```
93
C37H40N7O7STm, DFT ωB97M-V/def2-TZVPD
Tm -0.34843 0.49573 0.04214
O 4.30916 -0.35608 5.61395
C 4.59834 -0.53855 4.42450
O 5.51983 -1.13238 3.84773
C 3.55282 0.09128 3.42255
C 3.75922 0.02423 2.04947
C 2.75895 0.45144 1.16679
N 1.57649 0.89902 1.59536
C 1.36319 0.96814 2.94297
C 2.35251 0.58875 3.87844
C 0.07400 1.40167 3.35205
C -0.15006 2.01073 4.63191
C -1.40002 2.44751 4.95059
C -2.44075 2.26839 3.99962
C -2.15507 1.63895 2.77179
N -0.96437 1.20408 2.44236
C 2.94387 0.32333 -0.29562
C 4.20908 0.38658 -0.86199
C 4.35373 0.12145 -2.21392
C 3.23211 -0.19392 -2.95702
C 2.00136 -0.19944 -2.32377
N 1.84781 0.05275 -1.02622
H 4.69313 -0.40015 1.70460
H 2.20367 0.64230 4.94909
H 0.66933 2.14114 5.32444
H -1.58927 2.92363 5.90177
H -3.44591 2.60503 4.20811
H -2.93172 1.49336 2.02916
H 5.06341 0.63811 -0.25027
H 5.33290 0.15123 -2.67318
H 3.29632 -0.39876 -4.01543
H 1.10195 -0.44273 -2.87062
C -2.88807 -1.03044 0.26699
O -2.11908 -0.19400 -0.53800
H -3.96114 -0.88279 0.07437
H -2.71884 -0.84175 1.33899
H -2.66246 -2.09145 0.08438
C -0.33828 -2.51306 3.38216
C 0.52862 -2.19539 2.19732
O 0.11905 -1.38347 1.37254
C 1.84368 -2.85060 2.08771
C 2.34641 -3.65975 3.10936
C 3.58057 -4.26821 2.97440
C 4.33298 -4.08097 1.82381
C 3.85337 -3.26282 0.80986
C 2.62434 -2.64842 0.94715
H -1.29816 -2.01534 3.26330
H 0.13822 -2.15200 4.29594
H -0.48975 -3.58828 3.47303
H 1.78723 -3.80711 4.02375
H 3.96188 -4.88832 3.77414
H 5.29464 -4.56645 1.72300
H 4.43603 -3.10569 -0.08873
H 2.24750 -2.01861 0.16007
C -2.62661 -1.73788 -3.31178
N -1.98871 -3.02880 -3.30176
C -2.35213 -4.06402 -4.25868
C -1.46697 -5.24946 -3.84920
N -0.51003 -4.60854 -2.95961
C -0.92318 -3.37786 -2.56181
S -0.16849 -2.52886 -1.33834
H -3.70600 -1.85292 -3.19132
H -2.42994 -1.21582 -4.25364
H -2.24744 -1.14165 -2.48327
H -2.14020 -3.73447 -5.28061
H -3.41656 -4.29257 -4.18843
H -0.96536 -5.70387 -4.70251
H -2.03679 -6.02402 -3.32918
H 0.11683 -5.12732 -2.37155
C -2.04537 5.71521 -0.18290
C -2.90338 4.74114 -0.98843
C -2.08965 3.81716 -1.89853
C -3.03642 2.99067 -2.82734
C -4.00712 2.06599 -2.09674
C -1.23021 4.61370 -2.86475
O -1.53539 5.70068 -3.29863
N -0.10145 3.95771 -3.27940
C 0.37375 2.72242 -2.81360
O 1.30230 2.20588 -3.40328
N -0.19816 2.21585 -1.68274
C -1.24113 2.83855 -1.10641
O -1.52337 2.53604 0.06665
H -2.68227 6.31415 0.46823
H -1.50543 6.39470 -0.84071
H -1.32893 5.17824 0.44071
H -3.59617 5.29993 -1.61922
H -3.47332 4.11925 -0.30002
H -2.42285 2.39354 -3.50806
H -3.59351 3.71270 -3.42836
H -3.47142 1.32920 -1.49896
H -4.61742 1.53942 -2.83218
H -4.67516 2.62786 -1.44429
H 0.45734 4.39617 -3.99620
```

Computed properties:
E_HOMO (alpha / beta) (hartree): -0.2878 / -0.2878
Multiplicity: 3
LUMO (alpha / beta) (eV): -0.59 / -0.59
Charge: 0
Electronic energy (hartree): -3827.586325
Frontier orbital gap (alpha / beta) (eV): 7.2 / 7.2

Number 3 is which compound?
C37H40N7O7STm

What is the charge in the first record?
0

What is the electronic energy in the third record?
-3827.586325 hartree

Which formula does entry 3 have?
C37H40N7O7STm